Entry 1:
22
Properties=species:S:1:pos:R:3 method="wB97M-V/def2-TZVPD" energy_ev=-11566.5185 e_lumo_ev="0.8 / -2.4" spin_multiplicity=3 relative_energy_kj_mol=206.17 charge=0 s2=2.03 homo_lumo_gap_ev="6.01 / 7.14"
C 1.403 2.338 -0.506
C 1.260 1.191 -0.179
C -2.652 0.922 -0.602
C 2.431 -1.388 -1.046
C -1.477 0.666 -1.168
C 1.748 -1.147 0.087
C 0.238 -0.067 1.616
C -0.699 -0.541 -0.882
C 0.879 -0.094 0.271
O -1.311 -1.638 -0.204
H 1.811 3.240 -0.641
H -3.226 1.859 -0.678
H -3.042 0.160 0.227
H 3.138 -2.166 -1.169
H 2.418 -0.789 -1.934
H -0.878 1.347 -1.786
H 1.871 -1.927 0.815
H 0.150 -1.038 2.119
H 0.739 0.470 2.386
H -0.718 0.331 1.567
H -0.090 -0.897 -1.822
H -1.699 -1.263 0.585

***

Entry 2:
16
Properties=species:S:1:pos:R:3 method="wB97M-V/def2-TZVPD" energy_ev=-8862.8653 e_lumo_ev=0.9 relative_energy_kj_mol=612.42 charge=0 homo_lumo_gap_ev=8.61
C -1.960 -0.694 0.861
C -1.095 1.060 -0.773
N -0.697 -0.236 0.290
C 0.128 0.973 0.032
C 1.313 0.493 -0.808
C 2.337 -0.410 -0.288
O 1.321 -0.888 -1.168
H -2.614 0.127 1.150
H -1.836 -1.401 1.690
H -2.430 -1.194 0.006
H -1.801 1.581 -0.080
H -0.206 -1.016 -0.141
H 0.416 1.632 0.858
H 1.532 1.142 -1.657
H 3.337 -0.404 -0.714
H 2.256 -0.764 0.742

***

Entry 3:
10
Properties=species:S:1:pos:R:3 method="wB97M-V/def2-TZVPD" energy_ev=-14578.4078 e_lumo_ev=-0.3 relative_energy_kj_mol=52.03 charge=0 homo_lumo_gap_ev=9.45
C 0.627 0.280 -0.570
N -0.028 -0.802 0.038
O -0.898 -1.405 -0.917
Si 0.834 -2.112 1.086
O 2.164 -2.489 1.846
H -0.081 0.987 -0.810
H 1.405 0.745 0.170
H 1.182 0.050 -1.555
H -1.807 -1.460 -0.516
H -0.433 -2.759 1.652

***

Entry 4:
17
Properties=species:S:1:pos:R:3 method="wB97M-V/def2-TZVPD" energy_ev=-50695.1412 e_lumo_ev="-0.1 / -0.1" relative_energy_kj_mol=0.00 charge=0 homo_lumo_gap_ev="7.71 / 7.71"
S -3.113 1.882 0.761
C -2.976 0.641 -0.561
C -1.481 0.668 -0.875
C -0.655 -0.377 -0.239
C 0.814 -0.205 -0.126
C 1.601 -1.284 0.378
C 2.929 -0.946 0.387
C 3.207 0.411 0.122
S 1.719 1.241 -0.236
S -1.427 -1.704 0.544
S -3.337 -1.177 -0.136
H -1.903 1.402 1.454
H -3.518 0.818 -1.473
H -0.937 1.511 -1.245
H 1.282 -2.372 0.423
H 3.762 -1.564 0.830
H 4.033 1.058 -0.008